No. 1
Below is C38H39CdCl3N8OSSi as an isolated structure, with properties calculated with ωB97M-V with the def2-TZVPD basis set.

Summary:
**E_LUMO**: 0.26 eV
**Energy above the lowest of the compared OMol25 structures with the same formula, charge and spin**: 0.00 kJ/mol
**E**: -114857.924 eV
**Highest occupied orbital energy**: -7.588 eV

Each line ends with the Löwdin charge.
Cartesian coordinates (Å):
Cd (-1.219, 1.154, 0.967)  1.245
C (2.883, 2.295, 1.350)  -0.122
N (1.420, 2.422, 1.414)  -0.070
C (1.094, 2.798, 2.774)  -0.232
C (1.055, 1.513, 3.523)  -0.337
N (0.658, 0.409, 2.974)  0.119
C (0.794, -0.577, 3.928)  -0.249
C (0.584, -1.952, 3.868)  -0.031
C (0.768, -2.685, 5.025)  -0.091
C (1.161, -2.078, 6.224)  -0.095
C (1.431, -0.724, 6.293)  -0.023
C (1.255, 0.011, 5.129)  -0.181
N (1.428, 1.352, 4.825)  0.180
C (3.487, 1.060, 0.751)  -0.309
N (3.216, -0.170, 1.074)  0.180
C (4.140, -0.940, 0.398)  -0.231
C (4.344, -2.317, 0.394)  -0.021
C (5.353, -2.820, -0.407)  -0.104
C (6.174, -1.984, -1.172)  -0.106
C (6.008, -0.612, -1.165)  -0.030
C (4.983, -0.112, -0.374)  -0.201
N (4.545, 1.162, -0.115)  0.154
H (3.254, 2.295, 2.380)  0.123
H (3.323, 3.158, 0.835)  0.127
H (1.050, 3.050, 0.710)  0.066
H (0.119, 3.281, 2.848)  -0.023
H (1.836, 3.490, 3.200)  0.129
H (0.306, -2.431, 2.938)  0.112
H (0.615, -3.756, 5.009)  0.100
H (1.265, -2.685, 7.113)  0.100
H (1.767, -0.255, 7.208)  0.108
H (1.726, 2.086, 5.443)  0.163
H (3.713, -2.963, 0.990)  0.108
H (5.516, -3.890, -0.448)  0.097
H (6.944, -2.423, -1.791)  0.097
H (6.653, 0.044, -1.736)  0.105
H (4.882, 2.011, -0.534)  0.157
N (-2.151, -0.301, 3.112)  0.054
C (-3.550, -0.315, 3.019)  -0.282
C (-4.314, 0.107, 4.106)  -0.040
C (-5.696, 0.100, 4.062)  -0.092
C (-6.338, -0.339, 2.915)  -0.095
C (-5.584, -0.745, 1.828)  -0.041
C (-4.187, -0.742, 1.848)  -0.148
C (-3.487, -1.156, 0.600)  -0.242
C (-4.007, -2.266, -0.075)  -0.064
C (-3.620, -2.575, -1.368)  -0.095
C (-2.767, -1.712, -2.033)  -0.114
C (-2.205, -0.645, -1.342)  -0.212
C (-2.475, -0.381, 0.004)  -0.194
H (-1.704, -1.066, 2.626)  0.062
H (-1.822, -0.222, 4.063)  0.085
H (-3.799, 0.430, 5.003)  0.109
H (-6.268, 0.429, 4.919)  0.101
H (-7.418, -0.364, 2.861)  0.097
H (-6.087, -1.061, 0.924)  0.111
H (-4.730, -2.905, 0.416)  0.110
H (-4.018, -3.455, -1.858)  0.098
H (-2.521, -1.882, -3.075)  0.087
H (-1.568, 0.040, -1.888)  0.007
N (0.411, -1.405, -2.689)  0.112
C (0.853, -0.265, -3.238)  -0.879
S (0.689, 1.215, -2.494)  0.686
N (1.434, -0.324, -4.468)  0.041
C (1.442, -1.384, -5.390)  -0.243
C (0.381, -2.282, -5.499)  -0.036
C (0.413, -3.277, -6.463)  -0.078
C (1.499, -3.399, -7.316)  -0.095
C (2.557, -2.509, -7.208)  -0.084
C (2.524, -1.502, -6.261)  -0.028
H (0.089, -1.337, -1.737)  0.082
H (0.824, -2.276, -2.981)  0.114
H (1.903, 0.523, -4.742)  0.118
H (-0.488, -2.180, -4.865)  0.101
H (-0.424, -3.957, -6.549)  0.106
H (1.514, -4.179, -8.064)  0.101
H (3.411, -2.601, -7.866)  0.105
H (3.340, -0.796, -6.182)  0.113
C (-0.978, 4.060, -3.216)  -0.049
C (-1.886, 3.498, -2.152)  -0.518
C (-3.356, 3.690, -2.407)  -0.018
O (-1.468, 2.930, -1.168)  -0.153
H (-1.235, 3.625, -4.182)  0.088
H (0.056, 3.826, -2.980)  0.029
H (-1.105, 5.142, -3.283)  0.089
H (-3.568, 4.733, -2.642)  0.089
H (-3.937, 3.381, -1.542)  0.053
H (-3.650, 3.087, -3.268)  0.091
Cl (-0.920, 5.033, 1.212)  0.125
Si (-2.238, 3.473, 1.885)  -0.615
Cl (-2.241, 3.970, 3.964)  0.092
Cl (-4.062, 4.299, 1.282)  0.147


No. 2
Below is C26H42BMgNO5 as an isolated structure, with properties calculated with ωB97M-V with the def2-TZVPD basis set.

Summary:
**E_LUMO**: -11.32 eV
**Total charge**: +2
**E**: -45471.878 eV
**Highest occupied orbital energy**: -12.682 eV

Each line ends with the Löwdin charge.
Cartesian coordinates (Å):
C (-4.426, 3.355, -3.511)  -0.106
C (-3.602, 2.072, -3.588)  -0.263
C (-4.308, 0.950, -4.352)  -0.182
C (-5.369, 0.234, -3.545)  -0.187
O (-4.731, -0.346, -2.403)  -0.112
N (-5.654, -1.262, -1.786)  0.057
C (-4.791, -2.054, -0.885)  -0.314
O (-4.696, -3.240, -0.921)  0.182
C (-4.292, -1.103, 0.148)  -0.076
C (-3.180, -1.126, 0.951)  0.045
C (-2.953, -0.061, 1.811)  -0.159
C (-1.698, -0.111, 2.650)  -0.133
C (-0.431, -0.126, 1.781)  -0.183
C (0.850, 0.258, 2.532)  -0.166
C (1.564, -0.875, 3.299)  -0.172
C (1.546, -2.201, 2.550)  -0.195
C (2.472, -2.242, 1.331)  -0.149
C (3.903, -2.663, 1.710)  -0.285
C (5.036, -2.090, 0.865)  -0.161
C (4.915, -2.540, -0.596)  -0.186
C (6.171, -2.174, -1.404)  -0.174
C (6.156, -0.739, -1.954)  -0.161
C (7.034, 0.232, -1.157)  -0.258
O (7.421, 1.351, -1.901)  -0.173
C (6.411, 2.326, -2.111)  -0.087
C (-3.856, 1.022, 1.869)  -0.029
B (-3.646, 2.293, 2.784)  -0.466
C (-3.632, 3.734, 2.147)  0.008
O (-3.506, 2.108, 4.129)  0.160
C (-4.996, 1.005, 1.067)  0.067
C (-5.203, -0.058, 0.217)  -0.063
C (-6.300, -0.380, -0.750)  -0.306
O (-7.458, -0.135, -0.698)  0.199
H (-4.527, 3.787, -4.508)  0.077
H (-5.429, 3.186, -3.120)  0.068
H (-3.928, 4.108, -2.899)  0.068
H (-3.293, 1.741, -2.594)  0.094
H (-2.677, 2.307, -4.122)  0.103
H (-3.582, 0.241, -4.750)  0.113
H (-4.826, 1.391, -5.209)  0.123
H (-6.153, 0.936, -3.241)  0.122
H (-5.847, -0.554, -4.128)  0.130
H (-2.497, -1.966, 0.893)  0.127
H (-1.656, 0.715, 3.357)  0.105
H (-1.748, -1.029, 3.249)  0.129
H (-0.574, 0.599, 0.978)  0.133
H (-0.351, -1.092, 1.280)  0.091
H (1.539, 0.760, 1.851)  0.115
H (0.582, 1.002, 3.283)  0.124
H (2.611, -0.575, 3.441)  0.119
H (1.146, -1.005, 4.297)  0.129
H (1.922, -2.997, 3.294)  0.053
H (0.544, -2.550, 2.314)  0.131
H (2.102, -2.964, 0.606)  0.146
H (2.546, -1.248, 0.894)  0.145
H (4.062, -2.300, 2.775)  0.092
H (3.963, -3.795, 1.670)  0.109
H (6.001, -2.408, 1.263)  0.133
H (4.957, -1.005, 0.951)  0.137
H (4.710, -3.614, -0.636)  0.121
H (4.061, -2.031, -1.048)  0.116
H (6.327, -2.901, -2.196)  0.121
H (7.025, -2.256, -0.724)  0.107
H (6.538, -0.732, -2.975)  0.129
H (5.134, -0.353, -1.990)  0.109
H (7.952, -0.271, -0.851)  0.127
H (6.509, 0.579, -0.252)  0.113
H (6.129, 2.349, -3.164)  0.093
H (6.801, 3.297, -1.815)  0.093
H (5.510, 2.105, -1.529)  0.080
H (-2.817, 4.345, 2.540)  0.069
H (-4.581, 4.244, 2.324)  0.082
H (-3.505, 3.676, 1.065)  0.065
H (-3.253, 2.927, 4.567)  0.112
H (-5.706, 1.821, 1.090)  0.142
Mg (3.526, -3.889, 3.485)  1.431


No. 3
Below is C23H21BN2O4SSn as an isolated structure, with properties calculated with ωB97M-V with the def2-TZVPD basis set.

Summary:
**E_LUMO**: -1.11 eV
**E**: -52706.789 eV
**Highest occupied orbital energy**: -7.763 eV

Each line ends with the natural charge from an NBO analysis.
Cartesian coordinates (Å):
Sn (-0.972, 0.651, -2.858)  0.775
C (0.686, -4.480, 3.707)  -0.595
C (-0.809, -4.171, 3.898)  -0.076
C (-1.522, -5.502, 4.149)  -0.606
C (-0.998, -3.287, 5.138)  -0.596
C (-1.318, -3.454, 2.650)  -0.001
C (-2.352, -3.964, 1.864)  -0.216
C (-2.758, -3.366, 0.673)  -0.239
C (-2.087, -2.233, 0.276)  0.208
O (-2.217, -1.472, -0.857)  -0.664
B (-1.264, -0.452, -0.760)  0.569
O (-0.563, -0.589, 0.428)  -0.668
C (-1.073, -1.695, 1.060)  0.288
C (-0.686, -2.273, 2.247)  -0.266
H (1.076, -5.006, 4.581)  0.207
H (1.276, -3.575, 3.566)  0.208
H (0.828, -5.117, 2.832)  0.212
H (-1.078, -5.984, 5.021)  0.213
H (-1.408, -6.179, 3.301)  0.211
H (-2.585, -5.357, 4.353)  0.209
H (-0.629, -3.807, 6.024)  0.208
H (-2.055, -3.064, 5.290)  0.212
H (-0.459, -2.343, 5.050)  0.208
H (-2.872, -4.859, 2.175)  0.218
H (-3.559, -3.784, 0.079)  0.226
H (0.097, -1.813, 2.835)  0.224
N (-4.061, 6.976, -2.530)  -0.271
C (-3.514, 6.134, -3.089)  0.264
C (-2.850, 5.085, -3.799)  -0.209
C (-2.094, 5.342, -4.940)  -0.097
C (-1.510, 4.271, -5.592)  -0.243
C (-1.687, 3.000, -5.076)  0.072
N (-2.378, 2.751, -3.965)  -0.460
C (-2.955, 3.772, -3.344)  0.104
H (-1.960, 6.355, -5.295)  0.238
H (-0.901, 4.420, -6.472)  0.236
H (-1.242, 2.136, -5.558)  0.218
H (-3.524, 3.555, -2.448)  0.216
O (6.875, 2.581, -0.456)  -0.669
C (5.869, 1.766, -0.070)  0.766
O (6.090, 0.879, 0.706)  -0.564
C (4.522, 2.026, -0.652)  -0.154
C (3.589, 0.992, -0.616)  -0.151
C (2.311, 1.169, -1.109)  -0.248
C (1.931, 2.402, -1.640)  -0.116
S (0.343, 2.730, -2.314)  -0.328
C (2.854, 3.449, -1.654)  -0.239
C (4.138, 3.258, -1.180)  -0.198
H (6.592, 3.213, -1.124)  0.482
H (3.899, 0.048, -0.189)  0.238
H (1.595, 0.357, -1.071)  0.215
H (2.549, 4.411, -2.044)  0.223
H (4.824, 4.098, -1.198)  0.202